Density functional theory data (the ωB97M-V functional and the def2-TZVPD basis) for a 5-piece molecular cluster, C22H47N2O8S4 overall at a distorted geometry.

CARTESIAN COORDINATES (ANGSTROEM)
C  5.057  -2.647  -1.068
N  4.627  -4.029  -1.499
C  3.391  -3.993  -2.338
C  2.166  -3.173  -1.701
C  1.092  -3.922  -0.749
C  -0.323  -3.231  -1.214
N  0.037  -2.237  -2.325
C  1.201  -2.944  -3.006
H  4.692  -1.914  -1.894
H  4.521  -2.435  -0.063
H  6.198  -2.552  -0.958
H  5.381  -4.326  -2.153
H  3.089  -5.079  -2.550
H  3.661  -3.472  -3.344
H  2.343  -2.154  -1.213
H  1.153  -3.604  0.351
H  0.962  -5.042  -0.961
H  -1.032  -3.937  -1.792
H  -0.976  -2.769  -0.400
H  0.373  -1.423  -1.763
H  -0.744  -1.912  -2.921
H  1.675  -2.432  -3.910
H  0.771  -4.007  -3.134
C  -1.426  1.906  1.768
C  -2.494  0.818  1.700
C  -2.141  -0.100  0.532
S  -0.362  -0.015  0.345
O  -0.057  0.597  -0.952
O  0.223  -1.280  0.749
C  -0.090  1.186  1.638
H  -1.485  2.474  2.699
H  -1.558  2.600  0.942
H  -2.489  0.244  2.633
H  -3.495  1.240  1.581
H  -2.436  -1.133  0.730
H  -2.596  0.244  -0.399
H  0.728  1.844  1.367
H  0.153  0.642  2.551
C  3.299  1.318  7.050
C  4.136  1.690  5.825
C  3.507  1.000  4.613
S  1.768  0.816  4.990
O  1.467  -0.593  5.100
O  0.999  1.704  4.143
C  1.847  1.508  6.632
H  3.551  1.935  7.915
H  3.479  0.272  7.317
H  4.113  2.776  5.684
H  5.182  1.397  5.946
H  3.620  1.596  3.707
H  3.926  0.004  4.458
H  1.141  0.997  7.286
H  1.594  2.568  6.559
C  0.125  5.264  -3.118
C  1.567  5.300  -2.608
C  1.538  4.926  -1.124
S  0.108  3.874  -0.901
O  -0.840  4.563  -0.055
O  0.550  2.515  -0.631
C  -0.470  3.966  -2.587
H  0.079  5.309  -4.208
H  -0.429  6.120  -2.719
H  2.167  4.569  -3.161
H  2.024  6.280  -2.758
H  2.437  4.382  -0.829
H  1.412  5.807  -0.492
H  -1.559  3.952  -2.608
H  -0.071  3.102  -3.123
C  -6.119  -1.833  -3.361
C  -4.790  -2.532  -3.066
C  -4.152  -1.818  -1.873
S  -5.503  -1.137  -0.915
O  -5.419  0.304  -0.961
O  -5.617  -1.864  0.329
C  -6.806  -1.665  -2.012
H  -6.734  -2.409  -4.056
H  -5.929  -0.852  -3.810
H  -4.979  -3.579  -2.810
H  -4.126  -2.520  -3.934
H  -3.578  -2.507  -1.251
H  -3.516  -0.990  -2.195
H  -7.604  -0.923  -2.026
H  -7.187  -2.620  -1.643

HOMO level, eV: -11.5
Net charge: +1
Orbital gap, eV: 9.08
Calculated total energy, Ha: -3170.27237

=====

Density functional theory data (the ωB97M-V functional and the def2-TZVPD basis) for a 3-piece molecular cluster, C22H47N7O5P overall at a distorted geometry.

CARTESIAN COORDINATES (ANGSTROEM)
N  -1.313  -1.505  2.596
P  -1.382  -0.421  1.508
O  -1.713  -0.973  0.061
O  -0.060  0.375  1.258
N  -2.568  0.797  1.806
C  -2.189  2.215  1.969
C  -2.729  3.103  0.848
O  -1.649  3.829  0.299
C  -3.845  0.447  1.890
N  -4.851  1.325  2.033
C  -5.951  0.612  2.075
N  -5.692  -0.694  1.981
N  -4.354  -0.809  1.877
H  -1.949  -1.324  3.363
H  -2.112  -1.844  0.115
H  0.310  0.077  0.416
H  -2.622  2.542  2.904
H  -1.120  2.310  2.065
H  -3.504  3.751  1.239
H  -3.161  2.462  0.081
H  -1.968  4.227  -0.512
H  -6.927  1.041  2.167
H  -6.344  -1.459  2.014
H  -3.858  -1.684  1.838
C  4.790  2.342  4.498
C  4.918  0.850  4.880
C  6.178  0.254  4.252
C  6.062  0.048  2.741
C  4.817  -0.771  2.400
C  3.536  -0.194  3.001
N  3.707  0.082  4.455
O  3.599  -1.012  5.133
C  3.134  1.085  2.243
C  2.386  -1.177  2.806
C  5.035  0.812  6.398
H  5.148  2.566  3.494
H  3.758  2.682  4.582
H  5.388  2.955  5.170
H  6.393  -0.711  4.720
H  7.026  0.903  4.476
H  6.042  1.009  2.221
H  6.949  -0.472  2.376
H  4.702  -0.846  1.316
H  4.958  -1.792  2.768
H  2.291  1.576  2.731
H  2.831  0.831  1.226
H  3.937  1.810  2.141
H  2.609  -2.157  3.224
H  2.193  -1.324  1.743
H  1.470  -0.807  3.264
H  4.136  1.211  6.870
H  5.881  1.423  6.708
H  5.203  -0.194  6.777
C  -2.349  1.074  -4.784
C  -2.575  -0.279  -4.071
C  -1.304  -0.707  -3.342
C  -0.194  -1.181  -4.280
C  -0.712  -2.274  -5.216
C  -1.976  -1.872  -5.976
N  -3.002  -1.331  -5.034
O  -3.602  -2.290  -4.409
C  -1.636  -0.846  -7.073
C  -2.541  -3.084  -6.708
C  -3.686  -0.032  -3.056
H  -1.343  1.193  -5.177
H  -3.058  1.210  -5.600
H  -2.497  1.899  -4.087
H  -1.545  -1.520  -2.649
H  -0.946  0.126  -2.732
H  0.209  -0.342  -4.854
H  0.639  -1.571  -3.693
H  0.062  -2.550  -5.933
H  -0.919  -3.171  -4.624
H  -2.544  -0.465  -7.540
H  -1.040  -1.324  -7.849
H  -1.051  0.001  -6.724
H  -2.739  -3.918  -6.037
H  -1.821  -3.423  -7.450
H  -3.467  -2.831  -7.224
H  -4.614  0.253  -3.553
H  -3.390  0.782  -2.393
H  -3.883  -0.908  -2.438

HOMO level (alpha / beta), eV: -9.9 / -10.9
Net charge: +1
Orbital gap (alpha / beta), eV: 6.55 / 7.51
Calculated total energy, Ha: -1967.00557
Multiplicity: 3